7
Properties=species:S:1:pos:R:3:forces:R:3:lowdin_spin:R:1 method="wB97M-V/def2-TZVPD" total_energy_ha=-457.17903 homo_ev="-6.67 / -10.24" multiplicity=3 e_above_lowest_kj_mol=227.7
P 2.14716 0.38818 -1.87758 3.7 1.8 1.8 0.94
C -0.52455 0.14810 2.30216 -0.5 0.2 -0.9 0.00
C 0.80067 -0.18800 -2.44032 -3.2 -2.0 -1.9 1.00
C -0.81897 -0.09066 1.16252 0.5 -0.2 0.9 0.00
H -0.23741 -0.33859 -2.60511 -0.5 0.2 0.2 0.06
H -0.97359 -0.43346 0.17921 -0.2 0.0 -0.4 0.00
H -0.39332 0.51444 3.27913 0.2 0.0 0.5 0.00



15
Properties=species:S:1:pos:R:3:forces:R:3:lowdin_charge:R:1 method="wB97M-V/def2-TZVPD" total_energy_ha=-341.93006 homo_ev=-9.22 e_above_lowest_kj_mol=193.2 smiles=CN[C@H](C#N)CO
O -2.14636 -0.73422 0.68130 0.0 0.1 -0.1 -0.05
N 1.33547 2.56114 0.65408 -0.7 -0.8 -0.3 0.15
N 0.56247 -0.67311 0.06013 -0.1 -0.5 0.3 -0.10
C -0.20077 0.53256 -0.05097 0.0 -0.1 0.0 -0.36
C -1.42347 0.45992 0.88274 0.2 0.3 0.1 -0.22
C 1.59380 -0.97705 -0.90772 0.2 0.0 -0.1 -0.12
C 0.64575 1.69047 0.33279 0.5 0.8 0.3 -0.17
H -2.03919 1.35797 0.73590 0.1 -0.2 0.0 0.13
H 1.87643 -2.03330 -0.82508 -0.1 0.3 0.1 0.08
H 1.30442 -0.79906 -1.96074 -0.1 0.0 0.3 0.08
H -0.56991 0.74713 -1.07738 0.2 -0.2 0.1 0.15
H -2.43183 -0.74750 -0.23856 -0.1 -0.1 0.0 0.10
H 0.07692 -1.44844 0.50773 0.1 0.5 -0.6 0.12
H 2.49734 -0.38018 -0.71334 -0.2 -0.1 -0.1 0.08
H -1.08107 0.44366 1.91911 0.0 0.0 -0.1 0.13



72
Properties=species:S:1:pos:R:3:forces:R:3:lowdin_spin:R:1 method="wB97M-V/def2-TZVPD" total_energy_ha=-3080.72706 homo_ev="-2.80 / -4.26" total_charge=-1 multiplicity=2 e_above_lowest_kj_mol=25.0
Sr -0.27903 -0.05736 -0.51742 1.7 -0.5 0.3 0.01
S 2.03882 1.64047 -1.06005 0.3 0.2 0.2 0.00
S 1.49482 -0.51670 2.21024 0.2 0.0 0.2 0.00
F -1.46591 -0.73340 1.84412 -0.1 0.0 0.0 0.00
F 0.14203 -3.03866 6.47576 0.0 0.0 0.0 0.00
F -2.48485 -3.05199 5.78838 0.0 0.0 0.0 0.00
F 1.96735 -1.90086 4.89926 0.1 0.0 0.0 0.00
F -3.25597 -1.88952 3.45052 0.0 0.0 0.0 0.00
O -4.16645 1.19008 -1.96291 -0.1 0.1 0.0 0.03
O -0.41957 1.89389 0.55793 0.2 1.6 1.2 0.00
O -0.37451 -4.65632 -0.62871 0.1 0.0 0.1 0.00
N 0.66357 2.39131 1.14681 0.0 0.0 -0.3 0.00
N -1.91082 0.93110 -2.12570 -0.7 0.5 -0.3 0.15
N -2.02788 -1.58576 -1.08111 -1.0 -0.8 -0.4 0.20
N 0.21644 -2.57618 0.01271 0.2 -0.5 -0.3 -0.01
C 0.74638 4.52464 -3.23373 0.0 0.0 0.0 0.00
C 0.35423 -1.26028 3.27718 0.0 0.1 -0.2 0.00
C -1.95919 -1.89014 3.79689 -0.2 0.1 -0.2 0.00
C -2.23842 2.24251 -2.72145 0.1 -0.1 0.1 0.01
C 0.53655 2.90047 2.39274 -0.1 -0.1 -0.2 0.00
C 2.98028 2.87287 1.20405 -0.2 0.0 0.0 0.00
C 0.77678 5.24648 -2.04948 0.0 0.0 0.0 0.00
C 4.63396 -1.52235 -0.97671 0.0 0.0 0.0 0.00
C -1.16709 4.04810 -1.28377 0.1 0.0 0.1 0.00
C 2.85388 3.40569 2.45970 0.0 0.0 0.0 0.00
C -3.20641 -3.59130 -0.50392 -0.2 -0.1 0.0 0.13
C 3.69822 -2.18370 -0.18981 0.1 0.0 0.0 0.00
C -0.18173 5.00327 -1.07522 0.0 0.0 0.0 0.00
C 2.30421 -2.48812 -2.11793 0.0 0.0 -0.1 0.00
C -3.63806 2.50883 -2.18547 -0.1 -0.1 0.0 0.00
C -3.06533 0.39662 -1.78897 0.1 -0.2 -0.2 0.12
C 3.23422 -1.82345 -2.90558 0.0 0.0 0.0 0.00
C 0.68917 -1.86872 4.49220 0.0 -0.1 0.1 0.00
C 1.05217 -4.75294 -0.36683 -0.1 0.1 0.0 0.00
C 4.40466 -1.33993 -2.33349 0.0 0.0 0.1 0.00
C 1.87727 2.33342 0.50644 -0.1 0.0 -0.2 0.00
C 1.47271 -3.33727 0.09814 -0.1 0.0 0.0 0.00
C -4.45812 -1.59161 -1.07221 0.1 0.1 0.0 0.04
C -3.22349 -0.92706 -1.30401 0.1 0.0 0.0 0.17
C -2.06319 -2.86454 -0.68636 0.2 0.2 -0.1 0.02
C -1.57693 -2.47843 4.98106 0.0 -0.1 0.1 0.00
C -0.24261 3.57215 -3.43625 0.0 0.0 0.0 0.00
C 2.53143 -2.67665 -0.75609 -0.1 0.0 0.0 0.00
C -0.68698 -3.36295 -0.40544 -0.4 0.0 0.0 0.00
C -1.20877 3.32117 -2.46788 0.0 0.0 0.0 0.00
C -4.44885 -2.90076 -0.69208 0.0 -0.1 0.0 0.09
C 1.59830 3.41875 3.07485 0.1 0.1 0.0 0.00
C -1.01130 -1.30442 2.98150 -0.1 0.0 0.0 0.00
C -0.24111 -2.46402 5.32245 0.1 0.0 0.1 0.00
H 5.12210 -0.79819 -2.93912 0.0 0.0 0.0 0.00
H 1.21112 -5.51764 0.38895 0.0 0.0 0.1 0.00
H -5.38339 -3.42198 -0.51994 0.0 0.0 0.0 0.00
H 1.38228 -2.85177 -2.56510 0.0 0.0 0.0 0.00
H -0.46484 2.84095 2.78770 -0.1 0.0 0.0 0.00
H 3.03661 -1.66607 -3.96006 0.0 0.0 0.1 0.00
H -3.16453 -4.62499 -0.18938 0.0 0.0 0.0 0.01
H 1.44901 3.80116 4.07499 0.0 0.0 0.0 0.00
H -0.15135 5.54527 -0.13802 0.0 0.0 0.0 0.00
H -1.87201 3.83690 -0.49020 0.0 0.0 0.0 0.00
H 1.53940 -5.05008 -1.29170 0.0 0.0 -0.1 0.00
H -3.62308 3.04576 -1.23644 0.0 0.0 0.1 0.00
H 3.93489 2.82108 0.70113 0.0 0.0 0.0 0.00
H -4.28427 3.02849 -2.88851 -0.1 0.0 0.0 0.00
H -0.25680 2.99271 -4.35470 0.0 0.0 0.0 0.00
H 5.53152 -1.12083 -0.52067 0.0 0.0 0.0 0.00
H -5.38517 -1.04988 -1.21657 0.0 0.0 0.0 0.00
H 3.84705 -2.27503 0.88084 0.0 0.0 -0.1 0.00
H 1.50226 4.68997 -3.99202 0.0 0.0 0.0 0.00
H 3.72254 3.79345 2.97901 0.0 0.0 0.0 0.00
H 1.80280 -3.32917 1.13445 0.1 0.0 0.1 0.00
H 1.55110 5.98457 -1.87956 0.0 0.0 0.0 0.00
H -2.31214 2.11886 -3.80943 0.1 -0.1 -0.1 0.01